(P)
15
Properties=species:S:1:pos:R:3:lowdin_charge:R:1 method="wB97M-V/def2-TZVPD" total_charge=0 homo_energy_ha=-0.3790 orbital_gap_ev=11.3 spin_multiplicity=1
C -1.48 -0.48 -0.47 -0.091
C -0.17 -0.29 0.30 -0.427
C -0.22 1.05 1.06 -0.075
C 1.01 -0.37 -0.65 -0.275
O 2.21 -0.27 0.10 -0.064
H -2.32 -0.53 0.22 0.077
H -1.47 -1.42 -1.04 0.078
H -1.64 0.37 -1.14 0.081
H -0.08 -1.12 1.02 0.137
H 0.04 1.88 0.40 0.082
H -1.23 1.23 1.42 0.069
H 0.48 1.08 1.90 0.077
H 0.94 0.45 -1.39 0.125
H 0.98 -1.32 -1.21 0.119
H 2.95 -0.24 -0.52 0.087

(Q)
15
Properties=species:S:1:pos:R:3:lowdin_charge:R:1 method="wB97M-V/def2-TZVPD" total_charge=0 homo_energy_ha=-0.3640 orbital_gap_ev=11.0 spin_multiplicity=1
H -1.34 -2.35 1.51 0.045
H -1.36 -1.61 1.64 0.025
C 0.93 1.85 0.66 -0.063
C 0.25 0.63 1.23 -0.359
O -0.89 0.63 1.61 -0.015
H 1.59 1.59 -0.17 0.070
H 0.18 2.58 0.34 0.084
H 1.55 2.31 1.45 0.084
H 0.87 -0.28 1.29 0.112
C -0.24 -1.54 -1.47 -0.079
C -0.36 -0.24 -1.72 -0.095
H 0.64 -2.10 -1.78 0.050
H -1.01 -2.09 -0.95 0.031
H 0.41 0.32 -2.25 0.051
H -1.24 0.31 -1.41 0.059

(R)
15
Properties=species:S:1:pos:R:3:lowdin_charge:R:1 method="wB97M-V/def2-TZVPD" total_charge=0 homo_energy_ha=-0.3443 orbital_gap_ev=10.4 spin_multiplicity=1
C 3.48 -1.24 -1.55 -0.020
C 4.42 -1.88 -0.88 -0.263
C 4.36 -2.50 0.42 -0.131
H 3.69 -1.02 -2.61 0.051
H 2.77 -0.54 -1.08 0.069
H 5.31 -2.09 -1.44 0.086
H 5.09 -2.06 0.97 0.032
H 3.45 -2.49 1.02 0.079
H 4.50 -3.59 0.61 0.097
C -6.31 2.92 0.45 -0.189
O -6.16 2.18 1.64 -0.126
H -5.38 2.82 -0.19 0.086
H -7.10 2.62 -0.19 0.054
H -6.42 4.02 0.61 0.085
H -5.69 2.82 2.23 0.090

Energy above the most stable structure, in kcal/mol: (P) 0.0; (Q) 48.4; (R) 52.1

(P)
15
Properties=species:S:1:pos:R:3:lowdin_charge:R:1 method="wB97M-V/def2-TZVPD" total_charge=0 homo_energy_ha="-0.2795 / -0.2733" orbital_gap_ev="8.3 / 8.1" spin_multiplicity=1
C 0.21 1.44 0.59 -0.020
C 0.16 0.01 0.28 -0.612
C 1.28 -0.75 -0.09 -0.003
C -1.20 -0.44 -0.25 -0.240
O -1.33 -1.84 -0.06 -0.061
H 1.14 1.88 0.94 0.064
H -0.71 1.95 0.91 0.062
H 1.07 1.53 -1.36 0.066
H 0.16 0.03 1.45 0.203
H 1.13 -1.77 -0.44 0.062
H 1.41 0.85 -1.55 0.068
H 2.28 -0.48 0.25 0.064
H -1.22 -0.16 -1.31 0.132
H -2.00 0.11 0.27 0.121
H -2.07 -2.14 -0.62 0.093

(Q)
15
Properties=species:S:1:pos:R:3:lowdin_charge:R:1 method="wB97M-V/def2-TZVPD" total_charge=0 homo_energy_ha="-0.3196 / -0.3197" orbital_gap_ev="8.9 / 8.9" spin_multiplicity=1
C 0.25 1.50 -0.22 -0.038
C -0.16 -0.43 1.28 -0.052
C 0.45 -0.97 -1.18 -0.042
C 0.10 -0.03 -0.13 -0.280
O -2.10 -0.23 -0.61 -0.306
H 1.19 1.86 0.11 0.083
H 0.15 1.72 -1.25 0.067
H -0.58 1.96 0.21 0.070
H 0.69 0.27 1.86 0.156
H -0.14 -1.40 1.59 0.050
H -1.11 -0.01 1.48 0.062
H 0.41 -0.59 -2.14 0.067
H 1.53 -1.04 -1.00 0.114
H -0.03 -1.90 -1.07 0.085
H -2.52 0.63 -0.39 -0.037

Energy above the most stable structure, in kcal/mol: (P) 41.7; (Q) 0.0

(P)
15
Properties=species:S:1:pos:R:3:lowdin_charge:R:1 method="wB97M-V/def2-TZVPD" total_charge=0 homo_energy_ha=-0.3413 orbital_gap_ev=10.3 spin_multiplicity=1
C 1.57 0.49 0.71 -0.031
C 0.29 0.17 0.88 -0.226
C -0.84 0.76 0.07 -0.273
C -1.93 -0.20 -0.40 -0.115
H 1.90 1.15 -0.10 0.079
H 2.37 0.09 1.33 0.076
H 0.02 -0.48 1.72 0.113
H -0.41 1.28 -0.80 0.108
H -1.30 1.54 0.69 0.108
H -1.56 -0.93 -1.13 0.070
H -2.37 -0.76 0.43 0.071
H -2.74 0.36 -0.89 0.069
O 1.97 -1.41 -0.72 -0.089
H 1.13 -1.18 -0.27 -0.003
H 1.98 -0.86 -1.51 0.043

(Q)
15
Properties=species:S:1:pos:R:3:lowdin_charge:R:1 method="wB97M-V/def2-TZVPD" total_charge=0 homo_energy_ha=-0.3782 orbital_gap_ev=11.3 spin_multiplicity=1
C 1.49 -0.16 -0.55 -0.117
C 0.72 0.26 0.74 -0.243
C -0.74 0.34 0.48 -0.472
C -1.34 -0.91 -0.20 -0.048
O -0.87 1.32 -0.56 -0.084
H 2.58 0.14 -0.42 0.076
H 1.00 0.32 -1.47 0.094
H 1.51 -1.32 -0.69 0.098
H 1.02 1.28 1.16 0.125
H 0.84 -0.43 1.60 0.113
H -1.35 0.59 1.33 0.129
H -2.34 -0.71 -0.49 0.060
H -0.73 -1.05 -1.12 0.073
H -1.36 -1.81 0.50 0.107
H -0.43 2.14 -0.31 0.088

(R)
15
Properties=species:S:1:pos:R:3:lowdin_charge:R:1 method="wB97M-V/def2-TZVPD" total_charge=0 homo_energy_ha=-0.2713 orbital_gap_ev=8.0 spin_multiplicity=1
C -1.58 -0.62 -1.24 -0.134
C -1.23 0.45 -0.21 -0.368
C 0.16 1.01 -0.17 -0.031
C 1.80 0.04 1.52 -0.099
O 1.09 -0.46 0.37 -0.171
H -1.03 -1.55 -1.04 0.061
H -1.31 -0.28 -2.24 0.066
H -2.65 -0.87 -1.24 0.063
H -1.82 1.36 -0.41 0.105
H -1.55 0.14 0.80 0.095
H 0.55 0.96 -1.21 0.028
H 2.15 1.05 1.30 0.075
H 1.06 0.09 2.32 0.094
H 2.62 -0.64 1.78 0.089
H 1.73 -0.68 -0.33 0.128

Energy above the most stable structure, in kcal/mol: (P) 13.7; (Q) 0.0; (R) 83.4

(P)
13
Properties=species:S:1:pos:R:3:lowdin_charge:R:1 method="wB97M-V/def2-TZVPD" total_charge=0 homo_energy_ha=-0.3839 orbital_gap_ev=11.6 spin_multiplicity=1
C -1.36 0.11 0.87 -0.036
C -0.50 0.92 -0.11 -0.326
F -1.24 1.48 -1.07 0.013
C 0.45 -0.19 -0.76 -0.217
C 1.71 -0.64 -0.39 -0.166
O 0.61 -1.45 -0.07 -0.047
H -0.94 0.22 1.86 0.077
H -1.33 -0.92 0.66 0.051
H -2.38 0.53 0.96 0.097
H 0.06 1.71 0.53 0.166
H 0.25 -0.34 -1.80 0.139
H 2.31 -0.36 0.50 0.130
H 2.34 -1.07 -1.19 0.120

(Q)
13
Properties=species:S:1:pos:R:3:lowdin_charge:R:1 method="wB97M-V/def2-TZVPD" total_charge=0 homo_energy_ha=-0.3641 orbital_gap_ev=10.8 spin_multiplicity=1
O -2.45 -0.81 0.88 0.033
C -1.98 -0.67 -0.23 -0.228
C -0.44 -0.59 -0.39 -0.175
C 0.23 0.37 0.55 -0.189
C 1.67 0.63 0.09 -0.233
F 1.68 1.42 -1.03 -0.040
H -2.65 -0.61 -1.11 0.120
H -0.33 -0.33 -1.46 0.116
H -0.05 -1.58 -0.21 0.117
H -0.30 1.32 0.56 0.124
H 0.24 0.00 1.56 0.116
H 2.20 -0.32 -0.11 0.125
H 2.17 1.16 0.90 0.115

(R)
13
Properties=species:S:1:pos:R:3:lowdin_charge:R:1 method="wB97M-V/def2-TZVPD" total_charge=0 homo_energy_ha=-0.3718 orbital_gap_ev=10.3 spin_multiplicity=1
C 1.27 -0.45 -0.66 -0.160
C 0.43 -0.44 0.64 -0.342
C -0.61 0.73 0.58 -0.318
C -1.68 0.31 -0.29 -0.330
H 0.46 0.11 -1.82 0.182
H 1.39 -2.05 -0.71 0.184
H 2.48 0.46 -0.28 0.188
H 0.11 -1.49 1.01 0.127
H 1.26 -0.28 1.33 0.074
H -1.01 0.78 1.55 0.141
H -1.90 1.29 -0.96 0.177
O -2.15 -0.73 -0.21 0.131
F -0.03 1.76 -0.18 -0.054

Energy above the most stable structure, in kcal/mol: (P) 34.1; (Q) 0.0; (R) 164.0

(P)
57
Properties=species:S:1:pos:R:3:lowdin_charge:R:1 method="wB97M-V/def2-TZVPD" total_charge=0 homo_energy_ha=-0.2940 orbital_gap_ev=8.6 spin_multiplicity=1
C -4.08 -3.25 1.51 -0.082
O -4.50 -2.76 0.26 -0.095
C -4.22 -1.44 -0.04 -0.194
C -3.56 -0.55 0.78 0.015
C -3.34 0.77 0.37 -0.221
C -2.53 1.70 1.24 -0.146
N -1.10 1.67 1.00 -0.149
C -0.49 0.38 1.28 -0.166
C 1.04 0.53 1.22 -0.146
N 1.52 1.06 -0.05 -0.130
C 1.55 0.07 -1.11 -0.149
C 2.56 -1.01 -0.81 -0.230
C 2.24 -2.35 -0.93 -0.039
C 3.19 -3.33 -0.66 -0.047
C 4.47 -2.98 -0.25 -0.288
C 5.50 -4.02 0.05 -0.056
C 4.78 -1.63 -0.12 -0.042
C 3.84 -0.66 -0.39 -0.033
C 0.81 2.28 -0.39 -0.294
C 1.28 3.42 0.52 -0.136
C 1.20 4.78 -0.18 -0.271
O 1.98 4.83 -1.35 -0.069
C -0.72 2.12 -0.32 -0.136
C -3.80 1.17 -0.87 -0.051
C -4.46 0.28 -1.70 0.001
C -4.68 -1.02 -1.30 -0.249
O -5.33 -1.89 -2.12 0.076
H -4.56 -2.71 2.33 0.098
H -2.99 -3.20 1.62 0.097
H -4.39 -4.29 1.53 0.095
H -3.21 -0.85 1.75 0.108
H -2.86 2.73 1.08 0.123
H -2.69 1.45 2.30 0.122
H -0.82 -0.40 0.57 0.118
H -0.77 0.07 2.29 0.125
H 1.36 1.21 2.01 0.120
H 1.51 -0.44 1.39 0.122
H 1.85 0.58 -2.03 0.134
H 0.56 -0.40 -1.31 0.115
H 1.25 -2.64 -1.25 0.109
H 2.92 -4.37 -0.76 0.107
H 5.91 -3.89 1.05 0.079
H 6.33 -3.95 -0.66 0.081
H 5.08 -5.02 -0.02 0.072
H 5.77 -1.34 0.21 0.112
H 4.08 0.39 -0.29 0.113
H 1.09 2.54 -1.42 0.142
H 0.66 3.45 1.42 0.113
H 2.31 3.23 0.81 0.120
H 0.18 4.99 -0.50 0.114
H 1.52 5.57 0.52 0.116
H 2.88 4.56 -1.13 0.090
H -1.05 1.42 -1.11 0.125
H -1.19 3.08 -0.51 0.123
H -3.64 2.19 -1.20 0.111
H -4.83 0.59 -2.67 0.119
H -5.39 -2.74 -1.66 0.104

(Q)
57
Properties=species:S:1:pos:R:3:lowdin_charge:R:1 method="wB97M-V/def2-TZVPD" total_charge=0 homo_energy_ha=-0.2950 orbital_gap_ev=8.7 spin_multiplicity=1
C 4.89 -4.25 0.51 -0.061
C 3.73 -3.85 1.42 -0.217
O 3.10 -2.66 0.96 -0.019
C 2.18 -2.79 -0.02 -0.427
O 1.87 -3.87 -0.48 0.090
C 1.62 -1.51 -0.43 -0.033
C 1.80 -0.23 0.17 -0.147
C 2.57 0.08 1.40 -0.031
C 1.06 0.67 -0.57 -0.133
C 0.96 2.11 -0.40 -0.158
C -0.27 2.78 -0.39 -0.029
C -0.33 4.14 -0.20 -0.068
C 0.83 4.88 -0.02 -0.086
C 2.06 4.23 -0.03 -0.077
C 2.12 2.86 -0.22 -0.032
N 0.44 -0.02 -1.60 -0.011
C -0.45 0.54 -2.56 -0.024
C -1.94 0.46 -2.16 -0.491
O -2.77 1.18 -2.68 0.060
N -2.23 -0.47 -1.23 0.086
C -3.56 -0.68 -0.72 -0.168
C -3.60 -0.61 0.81 -0.166
C -3.04 0.69 1.40 -0.441
C -3.08 0.63 2.92 -0.080
C -3.81 1.92 0.90 -0.068
C 0.77 -1.34 -1.52 -0.208
C 0.32 -2.34 -2.53 0.001
H 4.51 -4.49 -0.48 0.074
H 5.38 -5.12 0.92 0.076
H 5.60 -3.43 0.44 0.077
H 4.07 -3.62 2.43 0.124
H 2.98 -4.65 1.45 0.121
H 2.32 -0.64 2.19 0.082
H 2.35 1.08 1.75 0.076
H 3.64 -0.01 1.22 0.087
H -1.19 2.22 -0.52 0.088
H -1.29 4.64 -0.20 0.106
H 0.78 5.94 0.13 0.101
H 2.97 4.79 0.11 0.104
H 3.08 2.36 -0.25 0.118
H -0.21 1.59 -2.73 0.139
H -0.35 0.02 -3.52 0.137
H -1.49 -1.01 -0.81 0.136
H -4.20 0.08 -1.17 0.115
H -3.92 -1.66 -1.04 0.123
H -3.02 -1.45 1.21 0.115
H -4.64 -0.73 1.13 0.120
H -1.99 0.79 1.09 0.114
H -2.64 1.53 3.35 0.076
H -4.11 0.54 3.27 0.080
H -2.52 -0.23 3.28 0.075
H -3.72 2.04 -0.17 0.064
H -4.87 1.82 1.15 0.085
H -3.43 2.82 1.38 0.077
H 0.63 -3.32 -2.20 0.073
H 0.78 -2.13 -3.50 0.093
H -0.76 -2.33 -2.66 0.080

Energy above the most stable structure, in kcal/mol: (P) 55.1; (Q) 0.0

(P)
23
Properties=species:S:1:pos:R:3:lowdin_charge:R:1 method="wB97M-V/def2-TZVPD" total_charge=0 homo_energy_ha=-0.2909 orbital_gap_ev=9.1 spin_multiplicity=1
C 0.02 -0.19 -1.81 -0.172
C -1.49 0.15 -1.62 -0.134
C 0.78 0.44 -0.64 -0.468
C 2.31 0.20 -0.85 -0.056
C 1.04 0.57 1.68 -0.117
C -2.05 -0.98 1.78 -0.092
N 0.38 -0.24 0.60 -0.043
N -1.52 -0.01 0.83 -0.054
O -2.00 -0.47 -0.37 -0.201
H 0.31 -1.31 -1.74 0.145
H 0.37 0.29 -2.80 0.139
H -1.56 1.30 -1.64 0.146
H -1.94 -0.54 -2.33 0.115
H 0.53 1.47 -0.63 0.112
H 2.62 0.61 -1.81 0.083
H 2.47 -0.81 -0.54 0.080
H 2.94 0.78 -0.23 0.041
H 0.60 1.60 1.68 0.084
H 0.69 0.12 2.61 0.058
H 2.15 0.55 1.61 0.076
H -1.31 -1.51 2.46 0.094
H -2.65 -0.33 2.48 0.091
H -2.69 -1.70 1.27 0.073

(Q)
23
Properties=species:S:1:pos:R:3:lowdin_charge:R:1 method="wB97M-V/def2-TZVPD" total_charge=0 homo_energy_ha=-0.3302 orbital_gap_ev=9.5 spin_multiplicity=1
C -0.11 1.33 -1.99 -0.143
C 0.77 0.71 -1.01 -0.437
C 1.18 1.51 0.18 -0.070
C 0.43 -0.80 -0.82 -0.166
C -0.76 -1.19 0.18 -0.332
C -0.34 -0.83 1.65 -0.549
H -1.03 0.81 -2.17 0.054
H -0.55 2.39 -1.75 0.119
H 0.20 1.66 -2.95 0.054
H 1.77 0.22 -1.82 0.204
H 0.25 1.71 0.54 0.005
H 1.90 2.83 0.27 0.213
H 1.74 1.09 0.88 -0.005
H 0.16 -1.53 -1.61 0.107
H 1.21 -1.58 -0.26 0.151
H -0.98 -2.27 0.22 0.127
H -1.64 0.62 0.20 0.108
H -3.13 -0.83 0.38 0.202
H 0.67 -2.59 2.27 0.108
H 0.68 -1.45 3.32 0.179
N -2.03 -0.38 -0.22 -0.043
N 0.47 -1.61 2.25 0.148
O -0.88 0.18 2.24 -0.033

Energy above the most stable structure, in kcal/mol: (P) 0.0; (Q) 31.0